(1)
156
Properties=species:S:1:pos:R:3 method="wB97M-V/def2-TZVPD" smiles="C[Si](C)(CCC(F)(F)[PH](ON=O)(C(F)(F)F)P(O)(O)=S)c1ccccc1.O=[N+]([O-])c1ccccc1.O=[N+]([O-])c1ccccc1.O=[N+]([O-])c1ccccc1.O=[N+]([O-])c1ccccc1.O=[N+]([O-])c1ccccc1.O=[N+]([O-])c1ccccc1.O=[N+]([O-])c1ccccc1.O=[N+]([O-])c1ccccc1" orbital_gap_ev=7.80 e_homo_ev=-9.111 e_above_lowest_kcal_mol=0.0 charge=0
C -2.594 -1.179 4.158
Si -1.163 0.022 4.008
C -0.671 0.479 5.792
C -1.601 1.619 3.082
C -0.384 2.533 2.748
C -0.215 3.723 3.710
F -0.898 3.530 4.865
F -0.804 4.813 3.148
P 1.606 4.052 4.183
O 1.407 3.060 5.610
N 1.930 3.703 6.741
O 1.984 2.964 7.643
C 2.914 2.799 3.587
F 4.078 3.065 4.206
F 3.055 2.726 2.263
F 2.576 1.558 3.988
P 1.973 5.488 2.494
O 1.380 4.987 1.048
O 3.611 5.586 2.297
S 1.360 7.263 2.925
C 0.388 -0.730 3.215
C 0.612 -0.679 1.852
C 1.784 -1.215 1.357
C 2.713 -1.788 2.178
C 2.465 -1.867 3.532
C 1.306 -1.337 4.051
H -2.244 -2.113 4.619
H -3.078 -1.408 3.204
H -3.334 -0.777 4.860
H -0.766 -0.418 6.417
H 0.399 0.706 5.763
H -1.257 1.307 6.189
H -2.411 2.185 3.547
H -1.993 1.305 2.103
H -0.619 2.997 1.784
H 0.542 1.971 2.596
H 1.986 5.101 5.058
H 2.058 5.118 0.370
H 3.872 5.411 1.380
H -0.098 -0.209 1.177
H 1.965 -1.164 0.285
H 3.648 -2.185 1.795
H 3.174 -2.325 4.217
H 1.144 -1.409 5.121
O -4.953 -0.247 0.849
N -5.514 -0.465 1.906
O -5.259 0.112 2.943
C -6.530 -1.520 1.932
C -6.774 -2.233 0.775
C -7.706 -3.257 0.797
C -8.388 -3.549 1.970
C -8.140 -2.815 3.125
C -7.202 -1.795 3.110
H -6.243 -2.008 -0.139
H -7.898 -3.833 -0.098
H -9.112 -4.353 1.987
H -8.673 -3.044 4.038
H -7.005 -1.230 4.010
O -4.170 -6.259 2.438
N -3.577 -5.413 1.801
O -4.071 -4.738 0.919
C -2.161 -5.179 2.122
C -1.551 -5.946 3.098
C -0.212 -5.732 3.384
C 0.499 -4.754 2.700
C -0.129 -3.985 1.729
C -1.467 -4.197 1.435
H -2.102 -6.706 3.633
H 0.279 -6.329 4.141
H 1.546 -4.591 2.923
H 0.426 -3.222 1.201
H -1.954 -3.598 0.679
O -9.201 -4.737 -2.970
N -8.096 -5.163 -2.700
O -7.842 -5.863 -1.739
C -6.985 -4.802 -3.591
C -7.227 -3.977 -4.675
C -6.171 -3.621 -5.498
C -4.893 -4.096 -5.234
C -4.667 -4.931 -4.147
C -5.718 -5.288 -3.318
H -8.220 -3.606 -4.884
H -6.345 -2.972 -6.344
H -4.069 -3.812 -5.876
H -3.671 -5.301 -3.944
H -5.541 -5.936 -2.471
O 7.026 0.251 0.732
N 7.989 0.988 0.706
O 8.996 0.789 0.048
C 7.945 2.221 1.497
C 6.825 2.503 2.258
C 6.799 3.665 3.010
C 7.887 4.528 2.997
C 9.001 4.237 2.222
C 9.033 3.078 1.463
H 5.976 1.833 2.270
H 5.934 3.898 3.606
H 7.865 5.433 3.591
H 9.846 4.912 2.208
H 9.901 2.853 0.861
O -4.125 11.263 1.458
N -4.177 10.608 0.437
O -4.874 10.877 -0.522
C -3.340 9.402 0.355
C -2.560 9.044 1.442
C -1.790 7.894 1.369
C -1.803 7.121 0.217
C -2.583 7.498 -0.869
C -3.358 8.645 -0.802
H -2.548 9.645 2.339
H -1.179 7.597 2.211
H -1.203 6.221 0.167
H -2.589 6.895 -1.767
H -3.966 8.934 -1.647
O 3.845 5.446 -2.749
N 4.682 4.996 -1.998
O 4.863 5.382 -0.855
C 5.530 3.902 -2.492
C 5.370 3.450 -3.790
C 6.183 2.426 -4.251
C 7.139 1.863 -3.414
C 7.283 2.325 -2.112
C 6.476 3.351 -1.648
H 4.625 3.883 -4.442
H 6.071 2.065 -5.265
H 7.773 1.065 -3.777
H 8.018 1.888 -1.449
H 6.590 3.707 -0.633
O -8.169 -2.402 -7.705
N -7.600 -2.469 -8.778
O -6.641 -1.793 -9.091
C -8.108 -3.434 -9.762
C -9.220 -4.196 -9.448
C -9.709 -5.090 -10.387
C -9.084 -5.215 -11.621
C -7.964 -4.450 -11.917
C -7.470 -3.553 -10.984
H -9.707 -4.101 -8.489
H -10.581 -5.687 -10.158
H -9.472 -5.910 -12.354
H -7.477 -4.551 -12.877
H -6.600 -2.956 -11.217
O 8.562 -6.822 -0.030
N 9.680 -6.364 -0.157
O 10.698 -7.026 -0.184
C 9.811 -4.905 -0.284
C 8.675 -4.117 -0.222
C 8.802 -2.740 -0.319
C 10.057 -2.169 -0.481
C 11.188 -2.974 -0.552
C 11.067 -4.351 -0.453
H 7.698 -4.561 -0.096
H 7.924 -2.110 -0.266
H 10.152 -1.096 -0.551
H 12.164 -2.526 -0.681
H 11.947 -4.975 -0.505

***

(2)
131
Properties=species:S:1:pos:R:3 method="wB97M-V/def2-TZVPD" orbital_gap_ev=7.70 e_homo_ev=-10.455 charge=+1
C 2.687 -4.485 2.711
C 1.769 -3.841 3.726
N 2.155 -3.259 4.779
C 0.272 -3.863 3.484
C -0.235 -2.534 2.904
C -1.658 -2.208 3.309
C -2.100 -0.836 2.793
C -1.458 -0.443 1.443
O -0.234 0.237 1.794
C 0.672 0.488 0.808
O 0.382 0.434 -0.357
C 2.028 0.783 1.347
C 2.318 2.049 1.835
C 3.594 2.326 2.306
C 4.569 1.338 2.294
C 4.275 0.076 1.803
C 3.003 -0.209 1.338
C -2.437 0.452 0.660
Br -3.193 -0.260 -0.927
C -2.783 1.675 1.062
C -2.238 2.378 2.278
Br -4.036 2.708 0.112
C -1.159 -1.727 0.672
N -0.135 -2.564 1.388
H 3.262 -3.707 2.204
H 3.389 -5.138 3.227
H 2.148 -5.081 1.977
H 3.172 -3.270 4.862
H -0.241 -4.021 4.429
H 0.007 -4.689 2.817
H 0.437 -1.743 3.236
H -1.657 -2.211 4.396
H -2.332 -2.990 2.949
H -1.758 -0.112 3.531
H -3.180 -0.751 2.722
H 1.561 2.820 1.844
H 3.805 3.316 2.683
H 5.559 1.562 2.666
H 5.041 -0.687 1.791
H 2.775 -1.192 0.938
H -1.152 2.449 2.249
H -2.643 3.382 2.352
H -2.515 1.853 3.192
H -2.079 -2.300 0.600
H -0.821 -1.544 -0.341
H 0.801 -2.300 1.075
H -0.267 -3.528 1.080
C -5.431 -2.576 6.379
C -6.333 -1.548 6.611
C -6.836 -0.810 5.548
C -6.442 -1.103 4.250
C -5.544 -2.136 4.017
C -5.037 -2.870 5.080
H -5.037 -3.149 7.208
H -6.645 -1.321 7.622
H -7.537 -0.007 5.731
H -6.839 -0.531 3.421
H -5.244 -2.370 3.001
H -4.334 -3.675 4.902
C 4.843 -4.704 -2.708
C 5.030 -3.584 -3.508
C 4.500 -2.361 -3.124
C 3.788 -2.252 -1.940
C 3.615 -3.369 -1.136
C 4.139 -4.595 -1.516
H 5.256 -5.658 -3.006
H 5.592 -3.665 -4.429
H 4.637 -1.484 -3.743
H 3.377 -1.293 -1.646
H 3.064 -3.282 -0.203
H 4.002 -5.464 -0.884
C 5.174 2.971 -2.190
C 5.853 3.594 -3.227
C 6.897 2.939 -3.867
C 7.259 1.658 -3.472
C 6.577 1.034 -2.437
C 5.536 1.691 -1.794
H 4.363 3.484 -1.689
H 5.571 4.592 -3.538
H 7.429 3.427 -4.672
H 8.071 1.147 -3.972
H 6.857 0.035 -2.127
H 5.008 1.206 -0.981
C 0.391 4.061 -0.534
C -0.315 5.083 0.083
C -0.003 6.407 -0.189
C 1.028 6.705 -1.070
C 1.737 5.681 -1.684
C 1.418 4.357 -1.418
H 0.128 3.028 -0.340
H -1.124 4.843 0.762
H -0.560 7.205 0.284
H 1.273 7.736 -1.285
H 2.534 5.917 -2.378
H 1.963 3.557 -1.904
C -3.649 4.391 -5.771
C -3.880 4.512 -4.408
C -3.430 3.530 -3.537
C -2.743 2.429 -4.029
C -2.508 2.309 -5.391
C -2.964 3.288 -6.263
H -4.001 5.156 -6.450
H -4.411 5.374 -4.024
H -3.612 3.621 -2.474
H -2.384 1.667 -3.347
H -1.969 1.452 -5.775
H -2.785 3.193 -7.326
C -8.548 5.930 -2.890
C -7.572 5.487 -3.773
C -7.503 6.014 -5.054
C -8.406 6.990 -5.452
C -9.380 7.435 -4.569
C -9.453 6.904 -3.289
H -8.604 5.516 -1.891
H -6.865 4.727 -3.464
H -6.746 5.662 -5.743
H -8.352 7.403 -6.451
H -10.084 8.196 -4.879
H -10.215 7.248 -2.603
C 4.648 -9.384 2.642
C 5.642 -9.807 1.771
C 5.749 -9.241 0.508
C 4.860 -8.251 0.114
C 3.862 -7.832 0.983
C 3.757 -8.396 2.246
H 4.567 -9.823 3.628
H 6.338 -10.576 2.079
H 6.525 -9.571 -0.169
H 4.947 -7.808 -0.870
H 3.169 -7.059 0.672
H 2.981 -8.069 2.927

***

(3)
186
Properties=species:S:1:pos:R:3 method="wB97M-V/def2-TZVPD" orbital_gap_ev=0.13 e_homo_ev=-12.773 charge=+6
C -4.102 -6.672 9.792
C -3.756 -7.656 8.697
N -2.783 -6.974 7.898
C -1.381 -6.875 8.104
C -0.809 -6.075 7.071
N -1.857 -5.850 6.169
C -3.022 -6.332 6.732
C -1.732 -5.271 4.851
H -4.685 -5.855 9.368
H -3.353 -6.400 10.536
H -4.851 -7.151 10.422
H -4.657 -7.849 8.115
H -3.353 -8.603 9.056
H -0.946 -7.413 8.933
H 0.195 -5.756 6.836
H -4.032 -6.251 6.360
H -1.183 -4.329 4.830
H -2.728 -5.024 4.484
H -1.325 -5.969 4.119
C 7.464 -6.185 -7.057
C 8.002 -7.333 -6.136
N 7.769 -7.097 -4.726
C 8.413 -7.803 -3.758
C 8.072 -7.279 -2.562
N 7.117 -6.288 -2.748
C 6.936 -6.219 -4.097
C 6.661 -5.300 -1.789
H 6.408 -5.979 -6.881
H 7.565 -6.402 -8.121
H 8.005 -5.256 -6.877
H 9.044 -7.465 -6.428
H 7.480 -8.271 -6.327
H 9.244 -8.445 -4.012
H 8.600 -7.411 -1.629
H 6.406 -5.422 -4.597
H 5.848 -5.741 -1.213
H 6.309 -4.387 -2.271
H 7.421 -4.803 -1.186
C -1.990 4.984 -0.423
N -2.460 5.630 -1.607
C -2.180 6.958 -1.799
C -2.700 7.688 -2.859
C -3.528 7.013 -3.763
C -3.713 5.614 -3.567
C -3.146 4.947 -2.539
C -4.372 7.710 -4.720
C -4.313 7.346 -6.099
C -5.100 8.036 -7.053
N -5.828 9.053 -6.618
C -5.915 9.426 -5.288
C -5.165 8.768 -4.356
C -6.629 9.883 -7.564
H -0.952 4.719 -0.623
H -2.603 4.109 -0.205
H -2.059 5.695 0.401
H -1.649 7.382 -0.959
H -2.782 8.764 -2.830
H -4.261 4.951 -4.220
H -3.285 3.893 -2.346
H -3.749 6.483 -6.420
H -5.026 7.914 -8.124
H -6.555 10.263 -5.050
H -5.151 9.149 -3.346
H -6.327 10.930 -7.587
H -7.694 9.785 -7.351
H -6.372 9.581 -8.579
C 3.300 8.298 -5.125
N 3.580 7.961 -3.695
C 3.442 8.924 -2.721
C 3.788 8.585 -1.380
C 4.346 7.288 -1.102
C 4.485 6.401 -2.174
C 4.099 6.736 -3.476
C 4.786 6.805 0.275
C 5.336 7.666 1.193
C 5.494 7.226 2.545
N 5.188 5.951 2.959
C 4.621 5.110 2.074
C 4.593 5.476 0.704
C 5.399 5.613 4.357
H 3.411 9.373 -5.270
H 2.370 7.855 -5.481
H 4.132 7.871 -5.684
H 3.085 9.897 -3.024
H 3.656 9.262 -0.549
H 4.893 5.408 -2.061
H 4.295 6.109 -4.334
H 5.649 8.685 1.019
H 5.913 7.940 3.239
H 4.216 4.163 2.399
H 4.217 4.741 0.008
H 6.340 6.020 4.725
H 5.424 4.535 4.515
H 4.541 5.945 4.943
C 0.241 0.236 8.431
N 0.043 -0.323 9.808
C 0.461 0.317 10.890
C 0.377 -0.243 12.201
C -0.221 -1.553 12.285
C -0.583 -2.179 11.142
C -0.468 -1.557 9.912
C -0.228 -2.243 13.610
C 0.020 -3.634 13.724
C -0.073 -4.287 14.972
N -0.460 -3.628 16.071
C -0.797 -2.323 15.988
C -0.657 -1.627 14.808
C -0.603 -4.252 17.440
H -0.480 1.043 8.301
H 0.136 -0.526 7.659
H 1.249 0.647 8.369
H 0.889 1.288 10.689
H 0.676 0.235 13.123
H -0.748 -3.246 11.125
H -0.587 -2.080 8.974
H 0.471 -4.183 12.911
H 0.126 -5.335 15.142
H -1.153 -1.879 16.905
H -0.849 -0.571 14.686
H -0.538 -5.332 17.303
H -1.566 -3.903 17.813
H 0.165 -3.902 18.130
C -5.193 -2.048 -3.565
N -5.738 -1.387 -4.828
C -7.083 -1.437 -5.057
C -7.699 -0.909 -6.238
C -6.841 -0.302 -7.137
C -5.495 -0.084 -6.780
C -4.941 -0.691 -5.661
C -7.409 0.213 -8.414
C -7.124 1.476 -8.818
C -7.680 2.034 -10.000
N -8.490 1.207 -10.745
C -8.682 -0.078 -10.428
C -8.244 -0.561 -9.209
C -9.000 1.702 -12.016
H -4.115 -2.204 -3.597
H -5.643 -3.040 -3.524
H -5.379 -1.467 -2.662
H -7.660 -2.065 -4.394
H -8.749 -0.924 -6.492
H -4.834 0.441 -7.454
H -3.874 -0.605 -5.519
H -6.465 2.147 -8.287
H -7.598 3.085 -10.233
H -9.195 -0.691 -11.154
H -8.456 -1.589 -8.952
H -8.164 1.629 -12.711
H -9.497 2.669 -11.941
H -9.890 1.118 -12.253
N 0.323 -8.368 -3.713
S 0.495 -7.070 -2.971
O 1.692 -6.265 -2.998
O -0.256 -7.061 -1.724
F -0.518 -6.275 -3.918
S 1.570 -9.272 -2.891
O 1.522 -9.275 -1.430
O 2.916 -9.336 -3.564
F 0.939 -10.735 -3.170
N 3.247 -0.675 -10.779
S 4.425 -1.618 -11.214
O 4.032 -2.927 -11.660
O 5.675 -1.463 -10.445
F 4.694 -0.782 -12.494
S 3.289 -1.341 -9.168
O 3.806 -0.388 -8.183
O 3.550 -2.777 -8.927
F 1.720 -1.263 -8.798
N 0.106 -0.145 -1.524
S 1.495 0.254 -2.039
O 2.683 -0.556 -1.913
O 1.691 1.707 -1.924
F 1.159 0.064 -3.603
S 0.665 -0.767 -0.025
O 1.498 0.096 0.829
O 0.888 -2.183 -0.029
F -0.754 -0.684 0.704
N 5.311 -0.130 5.489
S 5.616 -0.989 6.619
O 7.017 -1.308 6.932
O 4.589 -1.901 7.120
F 5.455 0.203 7.722
S 5.552 -1.498 4.431
O 4.370 -2.314 4.224
O 6.859 -2.077 4.268
F 5.484 -0.610 3.084